19
Properties=species:S:1:pos:R:3 method="wB97M-V/def2-TZVPD" e_homo_ev=-3.67 relative_energy_kcal_mol=74.4 homo_lumo_gap_ev=3.472 total_charge=-1 largest_force_ha_per_bohr=0.0413
S 0.8892 1.7838 0.9738
S -2.2144 -1.2955 -0.0079
O 2.6340 -1.7507 -1.3215
C -2.7214 1.1175 -1.2858
C -1.7491 0.3965 -0.3330
C 2.2604 -0.5338 0.7893
C 1.0656 0.1615 1.5174
C 1.7540 -1.2354 -0.4593
H 1.1328 0.0996 2.5981
H -1.5453 1.0750 0.5263
H 1.0297 -0.6000 -1.0319
H -2.4615 0.9564 -2.3284
H 3.0439 0.1622 0.4729
H 1.1284 -2.0766 -0.0763
H -2.6351 2.1710 -0.9618
H -3.7727 0.9709 -1.0198
H -0.7358 0.4267 -0.7578
H 2.7102 -1.3074 1.4261
H 0.1872 -0.5216 1.2794

***

17
Properties=species:S:1:pos:R:3 method="wB97M-V/def2-TZVPD" e_homo_ev="-8.54 / -7.40" relative_energy_kcal_mol=120.7 homo_lumo_gap_ev="8.744 / 7.770" largest_force_ha_per_bohr=0.0961
P 1.7076 0.0608 0.5976
C -0.3065 1.6424 -0.8416
C -0.3388 2.1671 0.5404
C -1.7763 -1.4202 0.3645
C 1.6783 -1.4639 -0.5148
C 0.1217 0.7971 0.2311
H -1.3843 2.4564 0.8499
H 1.3611 -1.1359 -1.4354
H 1.3207 -0.6573 1.8752
H -1.2680 -1.9055 1.1083
H 1.1071 -2.4234 -0.1880
H -2.8311 -1.2782 0.7887
H 0.3804 2.9281 0.8257
H -1.1962 1.4732 -1.3982
H 0.3752 1.8824 -1.5888
H 2.7065 -1.6820 -0.5746
H -1.6574 -1.4411 -0.6398

***

17
Properties=species:S:1:pos:R:3 method="wB97M-V/def2-TZVPD" e_homo_ev=-8.15 relative_energy_kcal_mol=92.4 homo_lumo_gap_ev=8.621 largest_force_ha_per_bohr=0.0079
C 1.1208 -0.7884 0.6277
C -2.1419 -0.5972 0.0413
C 2.4542 -0.1671 0.2324
C -1.2173 -0.0554 -0.9859
C -0.9273 1.3860 -0.7846
H 3.1540 -0.1398 1.0741
H 0.5928 -0.1773 1.3696
H -2.2139 -0.0595 1.0015
H -3.1239 -0.5262 -0.4576
H -1.6492 1.8683 -1.4672
H -1.0841 1.8080 0.2222
H 1.2432 -1.7919 1.0477
H -1.9878 -1.6679 0.2125
H 0.0569 1.6728 -1.1721
H 0.4832 -0.8901 -0.2619
H 2.3185 0.8613 -0.1218
H 2.9220 -0.7356 -0.5778

***

17
Properties=species:S:1:pos:R:3 method="wB97M-V/def2-TZVPD" smiles=CCCCC e_homo_ev=-10.59 relative_energy_kcal_mol=19.3 homo_lumo_gap_ev=11.888 largest_force_ha_per_bohr=0.0425
C -1.9982 1.2671 -0.7125
C 2.2689 -1.1525 0.3646
C -1.3714 0.3476 0.2856
C 0.1830 0.3635 0.3749
C 0.8704 -0.8210 -0.2777
H -1.6959 2.3148 -0.7057
H -1.7109 0.9847 -1.7392
H 1.0410 -0.6632 -1.3422
H -1.7325 0.5847 1.2891
H 0.4307 1.3658 0.0175
H -3.0848 1.2056 -0.6771
H 0.2557 -1.7215 -0.1909
H 2.9892 -1.2087 -0.4564
H -1.7329 -0.6909 0.3324
H 2.5119 -0.2715 0.9538
H 2.3377 -2.0885 0.8989
H 0.4363 0.3222 1.4389

***

17
Properties=species:S:1:pos:R:3 method="wB97M-V/def2-TZVPD" e_homo_ev=-7.58 relative_energy_kcal_mol=97.1 homo_lumo_gap_ev=8.763 largest_force_ha_per_bohr=0.0058
C 0.8862 -0.6177 0.5890
C -1.9364 -0.6959 0.0987
C -0.7555 1.3391 -0.7297
C 2.2736 -0.1513 0.1869
C -0.8608 -0.1577 -0.8021
H -0.9514 1.7947 0.2583
H -1.5358 1.7093 -1.4108
H 0.8594 -1.6525 0.9467
H -2.8697 -0.5734 -0.4705
H 0.2950 -0.7196 -0.4670
H 2.2591 0.8937 -0.1406
H 0.1941 1.7193 -1.1210
H 2.6720 -0.7564 -0.6343
H -1.8291 -1.7691 0.2882
H 0.4043 0.0323 1.3209
H 2.9721 -0.2263 1.0277
H -2.0772 -0.1686 1.0598

***

21
Properties=species:S:1:pos:R:3 method="wB97M-V/def2-TZVPD" e_homo_ev=-18.30 homo_lumo_gap_ev=7.723 total_charge=+2 largest_force_ha_per_bohr=0.0649
Al -3.4792 0.3367 1.1700
F 2.1725 -3.0100 -0.1858
N -0.5081 0.8397 0.1196
N -0.8890 -0.3422 -0.0169
C -0.1008 2.4533 2.0193
C 1.7075 -2.5291 -1.3847
C -1.1197 1.6127 1.2157
C -0.4109 -1.0914 -1.1588
C 1.1527 -1.1185 -1.1636
H 1.4932 -0.4891 -1.9749
H -1.8579 2.2926 0.7803
H -0.7619 -0.5817 -2.0582
H 0.9512 -3.1954 -1.7867
H -0.4060 3.4874 2.0331
H -0.8539 -2.0715 -1.0767
H 2.5476 -2.4661 -2.0665
H 1.5493 -0.7764 -0.2158
H -1.5942 0.9146 1.9155
H -0.4240 1.3254 -0.7902
H 0.8866 2.3333 1.5939
H -0.0551 2.0759 3.0312

***

31
Properties=species:S:1:pos:R:3 method="wB97M-V/def2-TZVPD" e_homo_ev=-13.61 relative_energy_kcal_mol=195.3 homo_lumo_gap_ev=2.683 total_charge=+3 largest_force_ha_per_bohr=0.1499
Br 1.0337 -1.2741 5.1656
Br -2.1126 3.1363 3.0722
Br -1.0360 -3.5780 6.4387
Br 0.7781 4.7106 -0.2445
Na 0.0356 -3.0084 -5.0944
Na 1.9052 -5.7599 -2.2909
Na -2.6322 -3.2263 -1.1329
Na 3.8133 -2.5726 0.9390
Na 1.0160 1.9217 -3.8164
Na 5.2775 0.6430 -2.1318
O -0.3358 -0.6071 -1.8076
O 0.6124 -2.0373 -0.5517
O 1.6174 -0.2715 -1.0378
C 0.5867 -0.9010 -1.0141
C -0.9257 3.2281 1.5086
C -1.6037 -1.9660 5.4564
C -0.6461 -1.8261 4.2920
C -0.4693 4.6623 1.3356
B 0.3208 0.0570 -6.6919
H 1.3169 0.0123 -6.2794
H -0.9470 -1.1464 3.4948
H -2.6376 -2.1395 5.1579
H -0.1694 2.4668 1.6998
H -1.6081 -1.0450 6.0393
H 0.1951 -0.8927 -7.1883
H -1.4516 2.8168 0.6469
H -0.5457 -2.8057 3.8245
H -0.4013 0.1278 -5.8933
H 0.2869 0.9409 -7.3098
H -1.3467 5.2967 1.2100
H 0.0735 5.0373 2.2033

***

20
Properties=species:S:1:pos:R:3 method="wB97M-V/def2-TZVPD" e_homo_ev=-14.30 homo_lumo_gap_ev=10.140 total_charge=+1 largest_force_ha_per_bohr=0.1453
N -1.4005 -0.0391 0.0815
N 1.5442 0.0066 -0.4006
C 0.6199 1.1645 -0.5403
C -0.6158 1.1651 -0.1391
C -2.9147 0.1568 0.1303
C 2.3522 0.2286 0.8932
C -0.7201 -1.1386 0.1396
B 0.7631 -1.2799 -0.4568
H -3.2502 -0.4560 -0.8228
H 1.3479 -2.1422 -0.0482
H -1.0783 2.1005 -0.3070
H -3.3997 -0.3363 1.0332
H 1.3341 2.0408 -0.5910
H -1.4069 -2.0352 0.1874
H 3.0619 -0.5852 1.1759
H -3.0137 1.1311 0.0509
H 0.2570 -1.4792 -1.5798
H 1.5879 0.2851 1.7185
H 2.8793 1.1804 0.7690
H 2.0522 0.0324 -1.2938

***

23
Properties=species:S:1:pos:R:3 method="wB97M-V/def2-TZVPD" smiles="CCCC[C@@H](B(O)O)[N+](=O)[O-]" e_homo_ev=-10.40 relative_energy_kcal_mol=111.6 homo_lumo_gap_ev=10.474 largest_force_ha_per_bohr=0.0992
O -2.3716 -2.2913 -0.2209
O -3.7669 -0.4325 0.4627
O -2.2806 1.9836 -0.9449
O -1.6261 1.5862 1.0688
N -1.7501 1.2966 -0.0913
C 2.3263 -0.1369 0.3145
C 3.4372 0.8732 -0.0105
C -1.3538 -0.0825 -0.4453
C 1.0325 0.4175 -0.3504
C -0.0766 -0.4706 0.2430
B -2.6833 -1.0015 -0.0669
H 1.1883 0.2813 -1.3531
H -4.6028 -0.7625 0.1599
H 1.0664 1.4621 0.0368
H -0.0177 -1.5939 0.1272
H 4.3251 0.7298 0.6433
H 2.6239 -1.0828 -0.0238
H -0.2642 -0.4052 1.2362
H -2.7614 -2.9164 0.3136
H 2.0144 -0.0377 1.4370
H 3.0970 1.8310 0.0232
H 3.7305 0.6802 -0.9822
H -1.2866 0.0722 -1.5770

***

27
Properties=species:S:1:pos:R:3 method="wB97M-V/def2-TZVPD" e_homo_ev=0.76 relative_energy_kcal_mol=152.7 homo_lumo_gap_ev=2.368 total_charge=-2 largest_force_ha_per_bohr=0.1102
O 13.4114 18.7219 1.8072
O 12.0884 25.2785 -0.6245
O 17.9263 23.4215 -3.0308
O 14.3213 15.2337 -3.1239
O 15.3106 17.0857 -3.5248
O 12.2530 23.0317 -6.3322
O 13.1371 16.8437 -3.6035
O 15.4391 18.9907 1.7300
O 14.7416 17.2018 2.4802
C 14.5039 18.3506 2.1819
C 12.6856 24.0190 -7.3081
C 14.3132 16.3691 -3.5688
C 18.8777 24.1315 -2.2773
C 11.2255 26.1486 -1.3172
Be 13.8745 21.0071 -2.0368
H 10.5370 26.3551 -0.4978
H 18.3155 23.0052 -3.8034
H 13.1247 23.4695 -8.1409
H 11.5328 22.5176 -6.7043
H 11.8399 24.6566 -7.5658
H 19.7513 23.5247 -2.0391
H 13.4600 24.7256 -7.0097
H 19.1819 24.9814 -2.8882
H 10.8257 25.5389 -2.1275
H 18.4239 24.5073 -1.3603
H 12.3566 25.7197 0.1848
H 11.6259 27.0904 -1.6924

***

25
Properties=species:S:1:pos:R:3 method="wB97M-V/def2-TZVPD" smiles="CCC(=O)OCCP([PH2]=O)#P(O)Br" e_homo_ev=-8.97 homo_lumo_gap_ev=8.851 largest_force_ha_per_bohr=0.0294
Br -0.2909 -3.9825 1.2464
P 1.0668 -2.2424 1.4547
P 1.8997 -3.2046 -1.8318
P 1.4339 -1.4688 -0.5748
O -3.3248 1.8257 0.4971
O 1.5688 -4.5131 -1.2265
O 2.5063 -2.9695 1.7281
O -1.7151 0.9839 -0.8250
C -0.4907 0.4413 -0.3528
C -1.3678 3.1880 0.1678
C -2.2285 1.9661 0.0045
C -0.7534 3.2447 1.5673
C -0.2614 -0.8952 -1.0384
H -0.3339 -0.7587 -2.1107
H -0.5736 3.1409 -0.5689
H 3.2891 -3.0747 -2.0251
H -0.4452 4.2513 1.8122
H -1.4616 2.9118 2.3157
H 0.3584 1.0956 -0.5440
H -0.5506 0.2755 0.7216
H 3.1826 -2.2951 1.8111
H 0.1149 2.5996 1.6202
H 1.3469 -2.9988 -3.1155
H -1.9533 4.0745 -0.0291
H -1.0168 -1.5957 -0.7042

***

22
Properties=species:S:1:pos:R:3 method="wB97M-V/def2-TZVPD" e_homo_ev="-5.94 / -9.09" spin_multiplicity=10 homo_lumo_gap_ev="5.552 / 7.681" largest_force_ha_per_bohr=0.0775
Os 0.9755 -0.7647 1.6333
Fe -1.7291 1.9037 -2.0336
Cl -1.2339 3.2339 -0.4067
O 0.5141 -1.9368 3.2022
O -0.8125 -0.3242 2.5802
C -0.0513 1.2770 -2.9125
C 2.7818 -0.0124 1.5033
C -2.5623 0.2282 -1.1754
C 0.8700 -1.4508 -0.0345
C -0.6517 -1.3968 3.2683
H 3.2076 0.3313 2.4449
H 1.5468 -1.0044 -0.7742
H 0.0052 -1.9326 -0.4817
H -1.9228 -0.4223 -0.5413
H 2.5301 0.9003 0.9092
H 3.5177 -0.6323 0.9756
H -2.9179 -0.4047 -2.0229
H -0.3204 0.5684 -3.7119
H -3.3892 0.5903 -0.5488
H 0.3276 2.1993 -3.3874
H -1.4726 -1.7813 3.8476
H 0.7873 0.8310 -2.3337

***

The evaluated DFT total energy for the records listed, in turn: -1068.55648 -538.23387 -197.56189 -197.67838 -197.55447 -648.75442 -11717.08921 -331.75699 -578.24375 -889.25267 -4096.77495 -2162.43145 hartree.